1.
{
  "formula": "C5H18N3",
  "method": "ωB97M-V with the def2-TZVPD basis set",
  "fmax_ev_per_a": 0.76,
  "orbital_gap_ev": 10.0,
  "homo_ev": -12.683,
  "charge": 1,
  "e_tot_ha": -365.3311,
  "de_lowest_ev": 0.600,
  "symbols": ["C", "N", "C", "N", "H", "H", "H", "H", "H", "H", "H", "H", "H", "C", "N", "C", "C", "H", "H", "H", "H", "H", "H", "H", "H", "H"],
  "positions_angstrom": [[1.33426, -2.15247, 0.17919], [1.43380, -3.38078, -0.59241], [-0.06566, -2.03945, 0.75407], [-0.26339, -0.69596, 1.35796], [1.55858, -1.24015, -0.39592], [2.05413, -2.20528, 0.99862], [0.97371, -3.28183, -1.48934], [2.39880, -3.60691, -0.79816], [-0.24076, -2.81435, 1.50105], [-0.81057, -2.18817, -0.02987], [-1.13344, -0.66732, 1.88224], [0.47006, -0.54536, 2.04460], [-0.37770, 0.46157, 0.37428], [-1.30619, 2.33581, 0.66569], [-0.52891, 1.43764, -0.21955], [-1.22155, 1.24181, -1.50999], [0.85425, 1.96054, -0.43125], [-2.29839, 1.91606, 0.81620], [-1.35148, 3.32684, 0.22070], [-0.81443, 2.38384, 1.63682], [-0.63642, 0.57556, -2.14076], [-2.19003, 0.77973, -1.33005], [-1.34901, 2.20515, -2.00010], [1.39235, 1.21938, -1.01996], [1.30069, 2.09990, 0.54784], [0.81731, 2.87421, -1.02188]]
}

2.
{
  "formula": "C5H18NO2",
  "method": "ωB97M-V with the def2-TZVPD basis set",
  "fmax_ev_per_a": 2.79,
  "orbital_gap_ev": [3.5, 11.5],
  "spin_multiplicity": 2,
  "s2": 0.75,
  "homo_ev": [-2.751, -11.094],
  "e_tot_ha": -406.3856,
  "de_lowest_ev": 1.120,
  "symbols": ["C", "C", "C", "C", "C", "N", "H", "H", "H", "H", "H", "H", "H", "H", "H", "H", "H", "H", "H", "H", "H", "H", "O", "H", "H", "O"],
  "positions_angstrom": [[0.70474, 1.34905, -0.91954], [-0.78022, 1.85249, -0.97395], [-1.94876, 0.86108, -1.29600], [-2.02771, -0.35370, -0.34504], [-2.30061, -0.03096, 1.13652], [0.97829, 0.42839, 0.21657], [1.14209, 2.27954, -0.54188], [1.05436, 0.97010, -1.86705], [-1.04031, 2.26399, 0.01690], [-0.86242, 2.66032, -1.71506], [-2.77524, 1.59539, -1.28103], [-1.86798, 0.57456, -2.34224], [-2.64401, -1.18944, -0.66623], [-1.08281, -0.92211, -0.41118], [-2.98798, 0.82431, 1.18123], [-1.42181, -0.10698, 1.75344], [-2.93529, -0.81501, 1.50834], [0.96252, -0.57063, -0.03392], [1.90311, 0.61513, 0.63466], [0.25371, 0.51142, 0.93840], [3.74992, -1.61045, -0.39495], [4.19574, -0.45142, 0.37834], [3.50854, -1.15708, 0.43473], [1.40660, -2.51190, 1.78963], [0.12198, -2.88404, 1.12436], [0.74876, -2.15342, 1.17898]]
}

3.
{
  "formula": "C5H18NO2",
  "method": "ωB97M-V with the def2-TZVPD basis set",
  "fmax_ev_per_a": 3.85,
  "orbital_gap_ev": [12.0, 4.2],
  "spin_multiplicity": 2,
  "s2": 0.75,
  "homo_ev": [-18.227, -18.227],
  "charge": 2,
  "e_tot_ha": -405.7623,
  "de_lowest_ev": 0.851,
  "symbols": ["C", "C", "C", "C", "C", "N", "H", "H", "H", "H", "H", "H", "H", "H", "H", "H", "H", "H", "H", "H", "H", "H", "O", "H", "H", "O"],
  "positions_angstrom": [[-0.77275, 1.00578, 0.61485], [-0.15010, 0.09420, -0.46682], [1.00949, 0.64421, -1.30111], [0.63956, 1.75722, -2.31468], [2.22731, 1.02465, -0.48652], [-1.24742, 0.06668, 1.75835], [-1.62132, 1.63667, 0.21370], [0.04123, 1.58592, 1.05529], [-0.81243, -0.35624, -1.21387], [0.12743, -0.89273, -0.02778], [1.35005, -0.29340, -1.90448], [0.50901, 1.44777, -3.37045], [1.42087, 2.52481, -2.44338], [-0.38358, 2.05495, -2.06813], [2.43933, 0.49029, 0.46051], [3.16089, 0.84580, -1.03940], [2.15178, 2.06499, -0.10399], [-1.22867, 0.60604, 2.62744], [-2.13025, -0.46107, 1.64110], [-0.47211, -0.61854, 1.84740], [-4.10312, -1.72750, 0.38935], [-3.42725, -3.09585, 0.52638], [-3.24851, -2.15078, 0.51595], [1.22676, -2.86564, 0.96802], [2.01954, -2.93325, 2.25225], [1.27428, -2.45496, 1.87001]]
}